Entry 1:
# C4H11N2

2 unconnected molecules or ions with the total composition C4H11N2 in a non-equilibrium geometry (ωB97M-V/def2-TZVPD, OMol25).

Bonds (Å) are listed after each position.
CARTESIAN COORDINATES (ANGSTROEM)
1 C -2.60 1.63 1.47  C2 1.542, H7 1.081, H8 1.083, H9 1.086
2 C -1.13 1.71 1.01  C1 1.542, C3 1.492, H10 1.090, H11 1.085
3 C -0.55 0.35 0.88  C2 1.492, C4 1.317
4 C -0.08 -0.51 1.76  C3 1.317, N5 1.363, H12 1.093
5 N -0.04 -1.87 1.70  C4 1.363, H13 1.003, H14 1.004
6 N 3.72 -1.08 -5.51  H15 1.011, H16 1.009, H17 1.009
7 H -3.18 1.13 0.71  C1 1.081
8 H -3.00 2.63 1.63  C1 1.083
9 H -2.70 1.08 2.40  C1 1.086
10 H -1.18 2.12 -0.01  C2 1.090
11 H -0.56 2.40 1.62  C2 1.085
12 H 0.43 -0.11 2.64  C4 1.093
13 H 0.44 -2.42 2.39  N5 1.003
14 H -0.35 -2.36 0.89  N5 1.004
15 H 3.53 -1.77 -4.79  N6 1.011
16 H 3.05 -0.33 -5.46  N6 1.009
17 H 3.62 -1.52 -6.42  N6 1.009

- Kohn-Sham gap (spin up / spin down): 0.3338 / 0.2807 hartree
- HOMO energy (spin up / spin down): -7.9 / -7.6 eV
- 2S+1: 2
- Energy relative to the best compared isomer or geometry (same formula, charge and spin): 109.5 kJ/mol

From a Löwdin analysis of the wavefunction, the atomic charges in e read: -0.12 -0.29 0.00 -0.28 0.03 0.00 0.07 0.06 0.07 0.09 0.10 0.12 0.08 0.09 0.00 0.00 0.00

---

Entry 2:
# C5H12NOS

A gas-phase ion, C5H12NOS (charge -1) in a non-equilibrium geometry (ωB97M-V/def2-TZVPD, OMol25).

Bonds (Å) are listed after each position.
CARTESIAN COORDINATES (ANGSTROEM)
1 O 3.69 0.34 -1.24  C2 1.388, H9 0.931
2 C 3.01 1.20 -0.38  O1 1.388, C3 1.529, H10 1.160, H11 1.074
3 C 1.75 1.69 -1.09  C2 1.529, C4 1.506, H12 1.147, H13 1.076
4 C 0.79 0.57 -1.39  C3 1.506, N5 1.491, H14 1.091, H15 1.034
5 N 0.30 -0.15 -0.18  C4 1.491, C6 1.569, H16 1.041
6 C -1.16 0.01 0.36  N5 1.569, C7 1.498, H17 1.035, H18 1.220
7 C -1.98 -1.21 0.62  C6 1.498, S8 1.822, H19 1.099, H20 1.179
8 S -3.43 -1.20 1.72  C7 1.822
9 H 3.24 -0.42 -1.52  O1 0.931
10 H 3.72 2.04 -0.01  C2 1.160
11 H 2.96 0.48 0.42  C2 1.074
12 H 1.27 2.25 -0.20  C3 1.147
13 H 1.92 2.39 -1.89  C3 1.076
14 H -0.09 0.95 -1.92  C4 1.091
15 H 1.26 -0.15 -1.95  C4 1.034
16 H 0.43 -1.19 -0.15  N5 1.041
17 H -1.48 0.80 -0.23  C6 1.035
18 H -0.82 0.55 1.41  C6 1.220
19 H -2.23 -1.72 -0.32  C7 1.099
20 H -1.31 -1.97 1.22  C7 1.179

- Kohn-Sham gap: 0.2019 hartree
- SMILES: OCCCNCC[S-]
- HOMO energy: -2.3 eV
- Energy relative to the best compared isomer or geometry (same formula, charge and spin): 331.7 kJ/mol
- Net charge: -1

From a Löwdin analysis of the wavefunction, the atomic charges in e read: -0.09 -0.29 -0.18 -0.26 -0.09 -0.30 -0.85 0.03 0.05 0.14 0.10 0.13 0.10 0.11 0.07 0.09 0.05 0.13 0.03 0.05

---

Entry 3:
# CH4FP

A single CH4FP molecule in a non-equilibrium geometry (ωB97M-V/def2-TZVPD, OMol25).

Bonds (Å) are listed after each position.
CARTESIAN COORDINATES (ANGSTROEM)
1 C 0.55 -0.23 -0.44  P2 1.829, H4 1.058, H5 1.051, H6 1.092
2 P -0.20 0.49 1.07  C1 1.829, F3 1.731, H7 1.508
3 F -1.26 -0.87 1.12  P2 1.731
4 H 0.01 0.27 -1.20  C1 1.058
5 H 0.58 -1.28 -0.51  C1 1.051
6 H 1.56 0.17 -0.58  C1 1.092
7 H -1.24 1.44 0.54  P2 1.508

- Kohn-Sham gap: 0.3758 hartree
- SMILES: CPF
- HOMO energy: -9.6 eV
- Energy relative to the best compared isomer or geometry (same formula, charge and spin): 41.7 kJ/mol

From a Löwdin analysis of the wavefunction, the atomic charges in e read: -0.35 0.82 -0.46 0.00 0.02 0.03 -0.06

---

Entry 4:
# C3H5FN2O6

2 unconnected molecules or ions with the total composition C3H5FN2O6 in a non-equilibrium geometry (ωB97M-V/def2-TZVPD, OMol25).

Bonds (Å) are listed after each position.
CARTESIAN COORDINATES (ANGSTROEM)
1 O 1.90 2.29 -0.36  N2 1.260
2 N 2.10 1.61 0.69  O1 1.260, O3 1.180, C4 1.484
3 O 2.27 2.07 1.76  N2 1.180
4 C 2.02 0.14 0.55  N2 1.484, F5 1.345, N6 1.304
5 F 2.05 -0.62 1.66  C4 1.345
6 N 1.63 -0.50 -0.52  C4 1.304, O7 1.188, O8 1.431
7 O 1.51 -0.17 -1.65  N6 1.188
8 O 1.13 -1.79 -0.14  N6 1.431, H9 0.925
9 H 0.33 -1.97 -0.56  O8 0.925
10 O -0.88 0.49 1.20  C11 1.387, H14 0.984
11 C -1.35 0.65 -0.10  O10 1.387, C12 1.349, H15 1.088
12 C -2.04 -0.27 -0.79  C11 1.349, O13 1.431, H16 1.063
13 O -2.47 -1.56 -0.32  C12 1.431, H17 0.922
14 H -1.51 -0.19 1.54  O10 0.984
15 H -1.00 1.60 -0.50  C11 1.088
16 H -2.44 -0.02 -1.74  C12 1.063
17 H -3.26 -1.79 -0.73  O13 0.922

- Kohn-Sham gap: 0.3030 hartree
- SMILES: O=[N+]([O-])/C(F)=[N+](\[O-])O.O/C=C\O
- HOMO energy: -9.2 eV
- Energy relative to the best compared isomer or geometry (same formula, charge and spin): 220.7 kJ/mol

From a Löwdin analysis of the wavefunction, the atomic charges in e read: 0.06 -0.31 0.14 -0.16 0.13 -0.21 0.11 0.11 0.08 -0.01 -0.17 -0.14 -0.01 0.12 0.12 0.10 0.05